Entry 1:
Density functional theory data (ωB97M-V with the def2-TZVPD basis set) for one molecule with the formula C5H10O2.

Its HOMO-LUMO gap is 0.3920 Ha. As for the LUMO energy: 0.036 hartree. As for the HOMO energy: -9.686 eV. The value obtained for the molar mass is 102.133 u.

Structure (ORCA input):
```
! wB97M-V def2-TZVPD RIJCOSX def2/J DEFGRID3
* xyz 0 1
C 1.505 -0.139 -1.908
C 0.766 0.766 -1.276
C 0.835 1.049 0.211
O 1.979 0.498 0.828
C -0.447 0.531 0.873
O -0.639 -0.797 0.465
C -1.924 -1.269 0.760
H 2.250 -0.705 -1.355
H 1.344 -0.403 -2.952
H -0.015 1.303 -1.810
H 0.882 2.132 0.398
H 1.893 -0.464 0.776
H -1.318 1.140 0.580
H -0.346 0.584 1.969
H -2.695 -0.658 0.263
H -2.124 -1.280 1.842
H -1.992 -2.291 0.385
*
```

Results of the natural (NBO) charge analysis, in e, for atoms 1 through 8: -0.392 -0.194 0.038 -0.703 -0.080 -0.548 -0.243 0.190

---

Entry 2:
Density functional theory data (ωB97M-V with the def2-TZVPD basis set) for C57H50ClFN2O4P2W as an isolated structure.

Its HOMO-LUMO gap is 0.2139 Ha. As for the LUMO energy: -0.266 hartree. As for the HOMO energy: -13.053 eV. The value obtained for the molar mass is 1127.276 u.

Structure (ORCA input):
```
! wB97M-V def2-TZVPD RIJCOSX def2/J DEFGRID3
* xyz 2 1
W -0.053 -0.176 -0.144
N 1.939 -0.672 0.860
C 2.279 0.220 1.998
C 1.360 1.406 2.044
O 1.462 2.292 2.851
N 0.372 1.379 1.064
C -0.589 2.462 1.079
C -1.126 2.546 -0.323
O -1.670 3.433 -0.873
O -0.896 1.297 -0.940
H 1.978 -1.643 1.175
H 2.650 -0.576 0.130
H 3.311 0.567 1.936
H 2.164 -0.318 2.937
H -0.157 3.406 1.411
H -1.438 2.232 1.738
C 4.949 -3.071 -5.244
C 5.065 -2.456 -3.838
C 6.532 -2.468 -3.384
C 4.211 -3.280 -2.878
C 4.409 -4.651 -2.727
C 3.558 -5.432 -1.958
C 2.461 -4.857 -1.334
C 2.257 -3.484 -1.433
P 0.625 -2.768 -0.977
C 0.058 -3.923 0.278
C 0.946 -4.333 1.275
C 0.570 -5.307 2.182
C -0.685 -5.895 2.086
C -1.575 -5.482 1.107
C -1.213 -4.488 0.211
C -0.195 -3.094 -2.571
C -0.784 -4.305 -2.914
C -1.243 -4.505 -4.210
C -1.097 -3.516 -5.171
C -0.476 -2.316 -4.841
C -0.030 -2.110 -3.548
C 3.157 -2.733 -2.169
O 2.864 -1.398 -2.187
C 3.504 -0.586 -3.087
C 3.034 0.716 -3.083
C 3.614 1.639 -3.945
C 4.653 1.240 -4.772
C 5.112 -0.070 -4.729
C 4.548 -1.022 -3.884
P 1.826 1.268 -1.834
C 0.892 2.513 -2.758
C 1.236 3.861 -2.781
C 0.535 4.742 -3.595
C -0.494 4.282 -4.399
C -0.822 2.931 -4.403
C -0.135 2.054 -3.585
C 2.949 2.094 -0.662
C 4.212 1.532 -0.446
C 5.077 2.087 0.487
C 4.699 3.217 1.200
C 3.451 3.785 0.985
C 2.577 3.221 0.069
H 5.322 -4.095 -5.252
H 5.539 -2.503 -5.962
H 3.912 -3.081 -5.580
H 6.923 -3.485 -3.367
H 6.637 -2.044 -2.384
H 7.153 -1.889 -4.067
H 5.234 -5.124 -3.243
H 3.726 -6.496 -1.872
H 1.768 -5.488 -0.795
H 1.956 -3.938 1.319
H 1.262 -5.623 2.951
H -0.969 -6.677 2.778
H -2.559 -5.927 1.041
H -1.920 -4.169 -0.541
H -0.877 -5.105 -2.193
H -1.711 -5.445 -4.469
H -1.457 -3.681 -6.176
H -0.339 -1.548 -5.591
H 0.465 -1.172 -3.301
H 3.272 2.665 -3.968
H 5.112 1.954 -5.441
H 5.932 -0.359 -5.374
H 2.052 4.239 -2.180
H 0.801 5.790 -3.599
H -1.039 4.973 -5.027
H -1.619 2.566 -5.037
H -0.414 1.005 -3.586
H 4.542 0.680 -1.028
H 6.054 1.650 0.638
H 5.378 3.658 1.916
H 3.152 4.664 1.539
H 1.605 3.675 -0.076
F -6.030 2.675 -1.579
C -5.075 1.763 -1.369
C -4.835 1.324 -0.083
C -3.834 0.383 0.127
C -3.080 -0.112 -0.934
C -1.930 -1.075 -0.789
C -3.363 0.353 -2.220
C -4.360 1.283 -2.451
H -5.430 1.708 0.734
H -3.678 0.030 1.136
H -1.703 -1.486 -1.774
H -2.175 -1.912 -0.133
H -2.793 -0.025 -3.061
H -4.591 1.639 -3.445
Cl -3.576 -2.503 2.027
C -2.150 -2.760 2.990
C -2.285 -3.642 4.053
C -1.214 -3.888 4.892
C -0.007 -3.248 4.660
C 0.098 -2.354 3.610
C -0.961 -2.071 2.740
C -0.821 -0.850 1.851
H -3.240 -4.120 4.218
H -1.329 -4.563 5.728
H 0.839 -3.417 5.311
H 1.031 -1.819 3.488
H -0.359 -0.125 2.512
H -1.823 -0.446 1.629
*
```

Results of the Löwdin charge analysis, in e, for atoms 1 through 8: 1.671 -0.056 -0.092 -0.516 0.139 -0.172 -0.073 -0.460

---

Entry 3:
Density functional theory data (ωB97M-V with the def2-TZVPD basis set) for a 6-piece molecular cluster, H12O6 overall in a non-equilibrium geometry.

Its HOMO-LUMO gap is 0.4010 Ha. As for the LUMO energy: 0.008 hartree. As for the HOMO energy: -10.704 eV. The value obtained for the molar mass is 108.090 u.

Structure (ORCA input):
```
! wB97M-V def2-TZVPD RIJCOSX def2/J DEFGRID3
* xyz 0 1
O -2.294 2.725 1.487
H -2.727 2.865 2.288
H -1.379 2.777 1.761
O 0.184 0.994 0.450
H 0.779 0.429 0.937
H -0.317 0.340 0.052
O 1.661 -1.739 -0.584
H 1.703 -2.624 -0.883
H 2.118 -1.317 -1.287
O 1.118 -0.990 2.055
H 1.545 -1.153 1.166
H 1.225 -1.840 2.516
O -1.670 -0.864 -0.848
H -2.338 -0.365 -0.341
H -1.380 -1.474 -0.175
O 0.480 0.491 -3.115
H -0.052 1.143 -2.628
H 1.335 0.598 -2.843
*
```

Results of the natural (NBO) charge analysis, in e, for atoms 1 through 8: -0.932 0.455 0.477 -0.958 0.470 0.469 -0.940 0.478

---

It is found that the energy relative to the best compared isomer or geometry (same formula, charge and spin) values, taken in the order of the records, are 55.2 11.5 41.7 kcal/mol.